2 unconnected molecules or ions with the total composition C3H10S at a distorted geometry, computed with the ωB97M-V functional and the def2-TZVPD basis.

```
14
Properties=species:S:1:pos:R:3:lowdin_charge:R:1
C 0.43034 -1.81959 0.26910 -0.176
C -0.47672 -0.97414 -0.63255 -0.595
S -1.65938 0.28959 0.09261 0.629
H -0.29781 -2.41556 0.87686 0.084
H 1.13306 -1.38175 1.00655 0.074
H 1.11295 -2.26440 -0.35596 0.031
H 0.21980 -0.35948 -1.27591 0.052
H -0.96246 -1.63618 -1.39212 0.081
H -1.08034 0.90981 1.11698 -0.186
C 2.66426 1.96890 0.08312 -0.079
H 3.49341 2.65872 -0.24243 0.024
H 1.89693 1.97352 -0.68335 -0.012
H 2.28823 1.97169 1.16351 0.036
H 3.03897 0.85920 -0.01395 0.038
```

Results
LUMO ... 0.9 eV
Calculated total energy ... -14107.167 eV
Gap between HOMO and LUMO ... 9.88 eV
ΔE to the lowest compared entry with this formula, charge and spin ... 112.8 kJ/mol



A molecular structure, C2H2FIrO2 at a distorted geometry, computed with the ωB97M-V functional and the def2-TZVPD basis.

```
8
Properties=species:S:1:pos:R:3:mulliken_spin:R:1
F 1.52020 -1.37326 -0.94686 0.009
C 0.62403 -0.84835 -0.15975 0.003
C 0.52955 -0.51308 1.07250 0.072
H 0.75394 -1.03191 1.99436 0.001
O -0.24917 0.36032 -1.21084 0.164
O -0.63867 1.43555 -0.31142 0.379
H -0.24521 0.76586 0.86763 -0.016
Ir -2.29468 1.20488 -1.30561 4.387
```

Results
Multiplicity ... 6
Total charge ... +1
LUMO (alpha / beta) ... -4.8 / -8.8 eV
Calculated total energy ... -11736.345 eV
Gap between HOMO and LUMO (alpha / beta) ... 9.54 / 6.33 eV
ΔE to the lowest compared entry with this formula, charge and spin ... 642.0 kJ/mol



A molecular structure, C36H40BrInN8O4S, computed with the ωB97M-V functional and the def2-TZVPD basis.

```
91
Properties=species:S:1:pos:R:3:lowdin_charge:R:1
In 0.74805 0.48251 0.77670 1.001
N 0.88257 2.78862 0.94901 0.027
C 0.09231 3.31842 2.06371 -0.192
C 0.32217 2.47954 3.32206 -0.159
N 0.05163 1.06899 3.07091 -0.120
C -1.23399 0.50073 3.45363 -0.154
C -2.14673 0.32091 2.23697 -0.183
N -1.42552 -0.33507 1.14142 0.021
H 0.57251 3.13446 0.04623 0.105
H 1.87467 2.99539 1.04485 0.120
H 0.35159 4.35508 2.28430 0.138
H -0.96057 3.26983 1.79199 0.101
H 1.36758 2.58170 3.61908 0.138
H -0.29965 2.87774 4.12672 0.136
H 0.80375 0.50921 3.45229 0.069
H -1.06229 -0.47863 3.90198 0.126
H -1.75337 1.12684 4.18201 0.137
H -3.01690 -0.26091 2.54380 0.139
H -2.49605 1.29168 1.89247 0.108
H -1.31247 -1.33144 1.30414 0.090
H -1.89635 -0.20121 0.25129 0.106
C 0.94648 0.25218 -2.79076 -0.054
O 0.08364 0.94874 -1.88960 -0.129
C -0.83903 1.78191 -2.48772 -0.195
C -0.90736 1.99157 -3.85483 -0.049
C -1.89996 2.80967 -4.37916 -0.656
Br -1.97459 3.05869 -6.25168 0.813
C -2.81810 3.43796 -3.56674 -0.045
C -2.73694 3.25954 -2.18727 -0.072
C -1.75478 2.42247 -1.65872 -0.170
O -1.69162 2.14863 -0.30047 -0.018
C -3.73190 3.90923 -1.32525 -0.273
N -4.98341 4.02335 -1.62188 0.205
C -5.58522 4.65731 -0.54749 -0.212
C -6.90930 5.04761 -0.36847 0.005
C -7.23051 5.69107 0.81038 -0.068
C -6.26884 5.94099 1.79663 -0.073
C -4.94885 5.55940 1.63466 -0.025
C -4.62912 4.92318 0.44542 -0.194
N -3.43367 4.39171 -0.04244 0.127
H 0.36813 -0.36618 -3.47953 0.116
H 1.58058 -0.37628 -2.17300 0.042
H 1.56620 0.94864 -3.35733 0.114
H -0.21770 1.51823 -4.53724 0.104
H -3.60060 4.06379 -3.97085 0.125
H -2.49042 2.55084 0.08961 0.087
H -7.64641 4.86010 -1.13687 0.121
H -8.24711 6.02062 0.97614 0.112
H -6.56401 6.45230 2.70284 0.110
H -4.20697 5.76630 2.39624 0.108
H -2.54258 4.79759 0.19757 0.157
O 1.03253 -1.53599 -0.08095 -0.593
S 0.93217 -2.81441 -0.91916 1.073
C 0.82379 -4.20063 0.30225 -0.218
C 1.42382 -3.86798 1.63175 -0.275
C 2.75854 -4.14402 1.91416 -0.034
C 3.28445 -3.86951 3.16983 -0.052
C 2.47881 -3.33354 4.16302 -0.062
C 1.14701 -3.05514 3.89048 -0.079
C 0.62986 -3.30639 2.62981 -0.062
C 2.63015 -3.11705 -1.51286 -0.258
C 2.59576 -4.36424 -2.35235 -0.306
C 1.80939 -4.39782 -3.50443 -0.056
C 1.72930 -5.55391 -4.26282 -0.055
C 2.43209 -6.68581 -3.87363 -0.055
C 3.22564 -6.65453 -2.73606 -0.050
C 3.30433 -5.49919 -1.97270 -0.042
H 1.32625 -5.03352 -0.18840 0.100
H -0.23682 -4.43218 0.39131 0.103
H 3.39227 -4.61840 1.17453 0.106
H 4.32202 -4.10122 3.37185 0.120
H 2.88048 -3.16236 5.15276 0.116
H 0.50186 -2.67863 4.67572 0.108
H -0.42699 -3.14689 2.43637 0.107
H 3.28637 -3.20639 -0.64942 0.065
H 2.90655 -2.23186 -2.08856 0.094
H 1.27541 -3.50414 -3.80944 0.107
H 1.11772 -5.57603 -5.15483 0.115
H 2.36584 -7.59159 -4.46081 0.116
H 3.78299 -7.53425 -2.44382 0.117
H 3.94618 -5.47011 -1.09906 0.115
N 4.51031 0.13182 -1.51533 0.226
C 3.76907 0.17792 -0.39951 -0.477
O 2.77834 0.96511 -0.33107 -0.066
C 4.10508 -0.72735 0.66975 -0.172
C 3.22415 -0.57779 1.70254 -0.140
N 2.32851 -0.18357 2.34033 0.164
C 5.02726 -1.78589 0.54359 -0.220
N 5.73466 -2.68729 0.41884 0.196
H 4.33945 0.80330 -2.24460 0.132
H 5.35641 -0.41401 -1.55684 0.126
```

Results
Total charge ... +2
LUMO ... -5.9 eV
Calculated total energy ... -144131.839 eV
Gap between HOMO and LUMO ... 6.77 eV
ΔE to the lowest compared entry with this formula, charge and spin ... 11.9 kJ/mol



A molecular structure, C34H25N6O4RhS at a distorted geometry, computed with the ωB97M-V functional and the def2-TZVPD basis.

```
71
Properties=species:S:1:pos:R:3:lowdin_charge:R:1
Rh -0.36177 -0.93877 -1.42174 1.224
O -2.84906 -3.83550 -2.60265 0.085
C -1.94282 -3.15215 -2.16997 -0.441
N -2.01658 -1.86846 -1.73803 -0.030
C -3.20875 -1.16535 -1.46490 -0.235
C -4.44382 -1.75636 -1.25928 -0.012
C -5.50742 -0.96183 -0.85602 -0.082
C -5.31410 0.39521 -0.65576 -0.080
C -4.07344 0.97974 -0.88347 -0.017
C -3.00932 0.19537 -1.30844 -0.208
N -1.64851 0.64663 -1.51776 -0.008
C -1.50099 1.96960 -1.82578 -0.458
O -2.41054 2.68407 -2.22295 0.041
C -0.16330 2.65307 -1.64766 -0.200
C -0.12796 4.02789 -1.87754 0.002
C 1.04993 4.71258 -1.64929 -0.055
C 2.15416 3.99969 -1.20432 -0.055
C 2.02181 2.63469 -1.02847 -0.123
N 0.89009 1.96522 -1.24423 0.109
C -0.55107 -3.71349 -2.06373 -0.163
C -0.35596 -5.05311 -2.33304 0.020
C 0.90588 -5.59474 -2.16636 -0.031
C 1.91962 -4.75821 -1.73463 -0.034
C 1.64438 -3.42295 -1.50594 -0.082
N 0.42922 -2.88934 -1.67126 0.022
H -4.56189 -2.81963 -1.39463 0.106
H -6.47725 -1.40900 -0.68144 0.100
H -6.13492 1.01692 -0.32131 0.100
H -3.94902 2.03780 -0.72854 0.105
H -1.02781 4.51722 -2.21806 0.116
H 1.10764 5.78126 -1.81119 0.108
H 3.09778 4.48730 -0.99863 0.103
H 2.87258 2.05025 -0.69148 0.099
H -1.21077 -5.62971 -2.65636 0.126
H 1.09196 -6.64263 -2.35986 0.115
H 2.92336 -5.12293 -1.56797 0.112
H 2.43326 -2.76943 -1.17282 0.104
C -0.97825 3.90815 4.74450 -0.050
C -0.94946 2.61225 3.98070 -0.266
C -0.89555 2.60318 2.58922 -0.021
C -0.85601 1.41109 1.88565 -0.037
C -0.86501 0.21307 2.58371 -0.282
C -0.91591 0.19333 3.96968 -0.047
C -0.96092 1.39489 4.65810 -0.034
S -0.87786 -1.31049 1.68980 0.621
O -2.15346 -1.48263 1.07837 -0.259
O -0.39545 -2.33950 2.56928 -0.292
N 0.22317 -1.03669 0.48471 -0.210
C 1.57180 -0.89192 0.82302 -0.238
C 2.12494 -0.97600 2.09242 -0.004
C 3.50371 -0.78448 2.29515 -0.058
C 4.36648 -0.52276 1.27023 -0.046
C 3.84838 -0.42311 -0.03466 -0.173
C 4.64386 -0.17562 -1.17829 -0.012
C 4.06040 -0.08437 -2.40807 -0.045
C 2.66502 -0.23403 -2.51053 -0.128
N 1.90847 -0.48114 -1.47357 -0.013
C 2.45861 -0.58581 -0.24246 -0.221
H -1.18000 4.75086 4.08474 0.074
H -0.01997 4.08843 5.23630 0.084
H -1.74524 3.88872 5.51946 0.081
H -0.88822 3.54166 2.04648 0.114
H -0.80970 1.40419 0.80587 0.084
H -0.91790 -0.75379 4.49329 0.117
H -1.00541 1.38765 5.74117 0.116
H 1.50851 -1.21519 2.94072 0.092
H 3.88142 -0.86430 3.30694 0.111
H 5.42849 -0.39706 1.43758 0.111
H 5.71436 -0.05708 -1.05763 0.121
H 4.64470 0.10835 -3.29721 0.108
H 2.16741 -0.14075 -3.46917 0.121
```

Results
LUMO (alpha / beta) ... -0.9 / -0.9 eV
Calculated total energy ... -66639.015 eV
Gap between HOMO and LUMO (alpha / beta) ... 6.64 / 6.65 eV
ΔE to the lowest compared entry with this formula, charge and spin ... 0.0 kJ/mol



A single C6H13N2OPS molecule at a distorted geometry, computed with the ωB97M-V functional and the def2-TZVPD basis.

```
24
Properties=species:S:1:pos:R:3:lowdin_charge:R:1
O 2.48518 -0.60150 0.52884 -0.356
P 1.01175 -0.69496 0.55019 0.318
N 0.31097 -0.01812 -0.90636 -0.253
C 1.04807 0.94913 -1.68649 -0.228
C 0.04023 1.35916 -2.74756 -0.182
C -1.33562 1.19097 -2.14150 -0.172
C -1.13095 0.18556 -0.98900 -0.229
N 0.56918 0.17023 1.91632 -0.149
C 0.26468 -0.77321 3.02376 -0.298
C -0.49797 -2.02168 2.48336 -0.482
S 0.21358 -2.57374 0.84972 0.709
H 1.90799 0.48256 -2.13048 0.106
H 1.41275 1.81496 -1.07574 0.126
H 0.22216 2.34745 -3.12500 0.102
H 0.13584 0.63578 -3.56921 0.117
H -2.11310 0.89324 -2.86010 0.111
H -1.69833 2.12520 -1.72349 0.101
H -1.60524 -0.80805 -1.19005 0.110
H -1.56925 0.58704 -0.06738 0.100
H 1.36767 0.71781 2.14870 0.077
H 1.25572 -1.12163 3.42664 0.122
H -0.30804 -0.22473 3.77183 0.105
H -0.43377 -2.89279 3.17670 0.077
H -1.55353 -1.72870 2.33627 0.069
```

Results
LUMO ... 0.6 eV
Calculated total energy ... -31586.228 eV
Gap between HOMO and LUMO ... 9.47 eV
ΔE to the lowest compared entry with this formula, charge and spin ... 17.3 kJ/mol



Copy entry 1 word for word.
2 unconnected molecules or ions with the total composition C3H10S at a distorted geometry, computed with the ωB97M-V functional and the def2-TZVPD basis.

```
14
Properties=species:S:1:pos:R:3:lowdin_charge:R:1
C 0.43034 -1.81959 0.26910 -0.176
C -0.47672 -0.97414 -0.63255 -0.595
S -1.65938 0.28959 0.09261 0.629
H -0.29781 -2.41556 0.87686 0.084
H 1.13306 -1.38175 1.00655 0.074
H 1.11295 -2.26440 -0.35596 0.031
H 0.21980 -0.35948 -1.27591 0.052
H -0.96246 -1.63618 -1.39212 0.081
H -1.08034 0.90981 1.11698 -0.186
C 2.66426 1.96890 0.08312 -0.079
H 3.49341 2.65872 -0.24243 0.024
H 1.89693 1.97352 -0.68335 -0.012
H 2.28823 1.97169 1.16351 0.036
H 3.03897 0.85920 -0.01395 0.038
```

Results
LUMO ... 0.9 eV
Calculated total energy ... -14107.167 eV
Gap between HOMO and LUMO ... 9.88 eV
ΔE to the lowest compared entry with this formula, charge and spin ... 112.8 kJ/mol



> Which of these has the lowest ΔE to the lowest compared entry with this formula, charge and spin?

C34H25N6O4RhS



> Among the records above, which one has the lowest calculated total energy?

C36H40BrInN8O4S



> Among the records above, which one has the highest calculated total energy?

C2H2FIrO2